No. 1
58
Properties=species:S:1:pos:R:3:forces:R:3:mulliken_charge:R:1 method="wB97M-V/def2-TZVPD" energy_ha=-967.62722 smiles="CCCCCCCCCC[n+]1cccc(C(=O)N(CC)CC)c1" lumo_energy_ha=-0.1504 homo_lumo_gap_ev=8.4076 total_charge=+1
C 6.86321 0.92753 0.09210 -0.1251 0.0014 0.2254 -1.301
C 5.55661 0.98370 0.87333 0.0352 -0.0198 -0.3447 -0.415
C 4.34358 1.02201 -0.05388 -0.0577 -0.0365 0.4936 -0.487
C 3.03390 1.07149 0.72962 -0.0518 0.1167 -0.2960 -0.927
C 1.79963 1.28280 -0.14963 0.1119 -0.1355 -0.0317 -0.315
C 1.52724 0.16705 -1.15974 -0.1241 0.0583 0.3706 -1.178
C 1.14684 -1.15695 -0.49938 0.0857 0.1556 -0.4529 0.090
C 0.87169 -2.24091 -1.54251 0.1093 -0.0629 0.3720 -0.697
C 0.52533 -3.60550 -0.93709 -0.2358 0.1808 -0.2089 -0.620
C -0.97822 -3.83530 -0.73267 0.8826 -0.7909 -0.6090 -1.057
N -1.56857 -2.85872 0.16597 -0.3628 0.3758 0.3386 0.170
C -1.33283 -2.95308 1.47973 -0.0266 0.1314 0.6023 0.035
C -1.86775 -2.04017 2.36452 0.0368 -0.0088 -0.1874 -0.966
C -2.66243 -1.00869 1.88389 0.1179 -0.1409 -0.4168 -0.057
C -2.87847 -0.90424 0.50976 -0.0028 -0.3050 0.2177 -0.191
C -3.95249 0.01055 -0.05494 0.2230 -0.3927 0.0439 0.069
O -5.05843 -0.48809 -0.12142 -0.2786 -0.0980 0.0274 -0.624
N -3.61229 1.23943 -0.44387 -0.0346 0.1144 -0.1788 0.170
C -2.26123 1.75894 -0.34474 0.3535 0.1070 0.3254 -0.544
C -1.91050 2.29961 1.04049 -0.0006 0.0150 -0.2634 -1.070
C -4.64274 2.08620 -1.03314 -0.4150 0.1401 -0.0467 -0.657
C -5.01520 3.27709 -0.16051 0.0650 -0.1676 -0.1431 -1.215
C -2.31662 -1.86395 -0.31791 -0.3767 0.6233 -0.0038 0.418
H 6.96150 1.79998 -0.54970 0.0610 0.0760 -0.0942 0.325
H 7.71212 0.90444 0.77032 0.1453 -0.0054 -0.0160 0.393
H 6.89957 0.03748 -0.53255 0.0519 -0.0794 -0.0889 0.326
H 5.48547 0.11013 1.52610 -0.0351 0.0208 0.0882 0.328
H 5.55292 1.87155 1.50909 -0.0457 -0.0135 0.0870 0.331
H 4.36502 0.13826 -0.69455 0.0251 -0.0184 -0.1314 0.277
H 4.41138 1.90201 -0.69703 0.0045 0.0233 -0.1271 0.283
H 2.92601 0.15686 1.31668 0.0142 -0.0206 0.1160 0.202
H 3.08498 1.90157 1.43801 0.0124 -0.0414 0.0924 0.485
H 1.92326 2.21820 -0.69884 -0.0552 0.0992 0.0353 0.503
H 0.92570 1.39294 0.49875 -0.0958 0.0765 -0.0136 -0.128
H 0.71237 0.48292 -1.81770 0.0091 -0.0242 -0.1022 0.478
H 2.40673 0.01918 -1.78538 0.0206 -0.0295 -0.1391 0.593
H 0.27548 -0.99249 0.14187 -0.0247 0.0100 0.1241 -0.137
H 1.96676 -1.48853 0.13853 -0.0055 -0.0695 0.1312 0.368
H 0.07644 -1.91747 -2.21811 -0.0357 0.0341 -0.1369 0.238
H 1.77241 -2.35095 -2.14734 -0.0331 0.0191 -0.0921 0.517
H 1.05417 -3.72782 0.00946 0.0331 -0.1100 0.0508 0.385
H 0.86449 -4.39753 -1.60516 -0.0274 -0.0982 0.0800 0.409
H -1.13780 -4.83228 -0.31501 -0.1591 0.1440 -0.0145 0.435
H -1.48960 -3.77738 -1.69472 -0.0727 0.0324 0.1654 0.368
H -0.72296 -3.77857 1.81454 0.0290 -0.0610 -0.1027 0.438
H -1.67713 -2.14612 3.42045 0.0336 -0.0694 0.0529 0.496
H -3.12984 -0.31237 2.56296 -0.0388 0.0711 0.0618 0.605
H -1.54999 0.97328 -0.62110 0.0065 0.1370 -0.0909 0.082
H -2.17229 2.56302 -1.07729 0.0152 -0.1304 -0.0472 0.484
H -0.97747 2.85371 0.98486 0.1209 0.0341 0.0733 0.390
H -1.78701 1.49457 1.76087 0.0349 -0.0359 0.0890 0.216
H -2.68352 2.97001 1.40180 -0.0767 0.0687 0.0533 0.377
H -5.51860 1.45142 -1.18122 0.1612 0.1103 -0.0770 0.431
H -4.28646 2.43045 -2.00849 -0.0177 -0.0831 0.0327 0.390
H -5.32267 2.94443 0.82769 -0.0266 0.0002 0.1121 0.328
H -5.84961 3.80121 -0.61736 -0.0652 0.0995 -0.0225 0.408
H -4.18885 3.97661 -0.06485 0.0546 0.1095 0.0571 0.316
H -2.49325 -1.84353 -1.38358 0.0530 -0.1371 -0.0399 0.429

No. 2
62
Properties=species:S:1:pos:R:3:forces:R:3:mulliken_charge:R:1 method="wB97M-V/def2-TZVPD" energy_ha=-1918.31302 lumo_energy_ha=-0.1356 homo_lumo_gap_ev=5.7498 total_charge=+1
Pb -0.45286 -0.83108 0.24332 0.1062 1.5944 -0.9234 1.045
P -2.79539 0.09764 -0.75202 1.3242 -0.4941 -1.7869 0.262
C -2.44014 0.44423 -2.43703 0.0068 0.1398 -0.1137 -1.366
C -1.14825 0.87351 -2.88848 -0.1254 -0.4320 0.9417 1.077
N -0.02819 0.55513 -2.13862 -0.6156 0.0296 -0.0857 0.392
C 1.16282 0.99622 -2.54036 0.2216 0.4814 -0.5520 0.329
C 1.34008 1.76318 -3.69485 0.5211 -0.4415 0.7360 -0.924
C 0.23139 2.07632 -4.48122 -0.4479 -0.4739 0.3267 -0.542
C -1.01148 1.62418 -4.08919 0.1174 0.0384 -0.1495 -1.089
C 2.40271 0.69588 -1.68932 -0.3238 0.0303 -0.1679 -1.067
P 2.20503 -0.79891 -0.62432 -0.3569 0.5592 -0.5368 0.592
H -1.91911 1.83978 -4.66425 0.4540 -0.0350 0.2265 0.406
H 2.35025 2.08476 -3.93973 -0.2736 0.0063 -0.1078 0.488
H 0.36452 2.64552 -5.38796 -0.0944 0.1052 -0.0815 0.430
H 3.23209 0.55354 -2.40444 -0.0947 0.0118 0.5494 0.586
H 2.61475 1.58534 -1.06975 0.0270 -0.4403 -0.0684 0.378
H -2.43922 -1.63591 -4.01454 0.1925 -0.3603 0.2230 0.355
H -3.25052 0.68942 -3.14092 0.1216 -0.0780 0.6146 0.403
H -1.08836 -3.71842 -2.84178 -0.0136 0.0286 0.3454 0.325
O -2.24519 -2.58599 -4.12332 -0.5104 0.2108 -0.6771 -0.619
H -2.74532 -2.84806 -4.92275 0.4466 0.1184 0.6470 0.280
H -0.65467 -2.67890 0.29329 0.1611 1.2893 0.1752 0.012
O -0.77940 -4.00438 -1.95908 1.1934 0.4472 -0.2067 -0.587
H 0.20099 -3.88218 -1.97697 -1.2625 -0.2833 -0.1335 0.277
C 2.61682 -2.18521 -1.72150 0.0969 -0.5161 -0.0198 -1.304
H 3.65568 -2.14345 -2.08675 -0.3372 0.0570 0.1745 0.418
H 2.48811 -3.11647 -1.13958 0.0836 0.2877 -0.3370 0.373
H 1.94021 -2.20685 -2.59390 0.2005 0.1042 0.4059 0.351
C 3.47908 -0.72401 0.66248 0.3101 -0.1259 0.3361 -1.068
H 3.40268 -1.65808 1.25051 0.0761 0.4874 -0.1729 0.291
H 4.49980 -0.64657 0.24804 -0.4573 -0.0354 0.0430 0.504
H 3.29697 0.13290 1.33691 -0.0345 -0.4510 -0.3383 0.212
C -3.53480 1.49552 0.14221 -0.1867 -0.2244 0.5434 -1.098
H -4.55241 1.69274 -0.23256 0.3526 -0.0869 0.0830 0.442
H -3.58242 1.21126 1.20700 -0.1065 0.3011 -0.2520 0.340
H -2.91407 2.39668 0.03724 -0.1870 -0.4181 -0.0424 0.282
C -3.83944 -1.36954 -0.56249 -0.4405 0.2400 0.3378 -1.173
H -3.97581 -1.50236 0.52413 -0.1805 -0.2103 -0.3883 0.387
H -4.81667 -1.20731 -1.04143 0.2438 -0.1912 0.1784 0.429
H -3.34020 -2.25038 -0.99772 -0.1577 0.4122 0.1238 0.286
C 1.66429 -2.08829 3.77359 -0.2136 0.0907 0.1880 -1.169
N 1.38286 -0.71823 3.37795 -0.0394 -0.0291 -0.8677 0.763
C 2.25920 0.26170 4.01546 -0.0426 0.0148 0.2033 -1.137
C -0.05198 -0.39640 3.39245 0.3894 -0.0168 0.4543 -1.829
C -0.28688 0.97850 2.81423 -0.5534 -0.3675 0.6229 0.119
C -0.51845 2.01984 3.73026 0.0983 0.1665 -0.4525 -0.621
C -0.63946 3.32270 3.24633 -0.1899 0.0372 0.1181 -0.593
C -0.53360 3.56816 1.87538 0.1045 -0.0838 0.0873 -0.544
C -0.31540 2.50002 0.98012 -0.2291 0.3235 -0.7711 -0.449
C -0.27150 1.17769 1.42334 0.4159 -0.3161 1.3889 0.850
H 2.73714 -2.28914 3.66246 -0.2543 0.0063 0.0496 0.369
H 1.10521 -2.77915 3.12448 0.1392 0.1143 0.2099 0.266
H 1.37513 -2.28164 4.82402 0.1173 -0.0998 -0.1929 0.353
H 2.21953 1.23427 3.50528 -0.1282 -0.2847 0.1158 0.293
H 2.01731 0.42592 5.08339 0.0412 -0.0339 -0.2045 0.299
H 3.30153 -0.08837 3.96711 -0.3706 -0.0114 -0.0288 0.411
H -0.60304 -1.15774 2.80255 0.2880 0.0592 0.2772 0.380
H -0.47089 -0.46120 4.41826 0.0743 0.0451 -0.2410 0.471
H -0.61461 1.81635 4.81374 0.1928 0.0613 -0.8081 0.375
H -0.82710 4.14016 3.95352 0.0729 -0.3044 -0.4213 0.397
H -0.65154 4.60636 1.51172 0.2424 -0.8235 0.0785 0.385
H -0.20780 2.74880 -0.08394 -0.2056 -0.2302 0.3243 0.494

No. 3
62
Properties=species:S:1:pos:R:3:forces:R:3:mulliken_charge:R:1 method="wB97M-V/def2-TZVPD" energy_ha=-1867.00436 lumo_energy_ha=-0.1375 homo_lumo_gap_ev=6.1557 total_charge=+1
Sr 0.02276 -0.38011 -1.73218 0.2317 0.0240 0.5840 1.459
C -3.34993 0.37893 -2.63290 -0.0681 0.4759 -0.1720 -1.090
O -2.25071 0.39743 -1.71384 -0.1490 0.1736 -0.5484 -0.533
Si -2.25187 1.31209 -0.22362 0.4319 0.9018 0.5731 0.726
C -3.22862 0.13443 0.90281 -0.9457 0.3554 0.1936 -1.226
C -3.15814 2.96562 -0.57526 -1.1513 -0.5370 0.1689 -1.259
C -0.51472 1.58222 0.23649 0.7825 -1.1493 -1.2124 0.659
Si 0.61089 2.63311 -0.81880 -0.1126 -0.0075 0.7223 0.011
C 0.16537 2.58478 -2.72265 0.4825 0.2676 0.5601 -0.891
C 0.69892 4.39763 -0.18448 -0.1703 1.2742 -0.9128 -1.153
C 2.44997 2.06844 -0.83268 -0.2480 -0.6386 0.2746 -0.388
Si 0.14381 1.03211 1.87984 0.2019 0.5483 0.6286 -0.138
C 0.40022 -0.82673 2.21051 -0.6746 -0.0427 0.0775 -0.669
C 1.81089 1.80447 2.41453 -0.6796 0.7573 0.9731 -1.125
C -1.05740 1.62279 3.21455 0.0256 1.0102 0.5566 -1.231
H -3.96841 1.28189 -2.53924 0.1660 -0.2446 0.1265 0.296
H -3.97159 -0.49264 -2.45326 -0.1197 -0.1388 0.0017 0.301
H -3.00083 0.36973 -3.67828 0.1096 -0.1461 0.3962 0.342
H -4.01679 -0.38304 0.30540 0.5314 0.2423 0.2786 0.394
H -3.80469 0.71258 1.66747 0.5265 -0.4408 -0.4126 0.380
H -2.63480 -0.63843 1.43054 -0.1751 0.4846 -0.3348 0.269
H -4.23438 2.72881 -0.82738 0.8826 0.4803 0.3541 0.381
H -2.78419 3.60415 -1.39195 0.1452 -0.4510 0.1986 0.345
H -3.14823 3.60229 0.34320 -0.0413 -0.6165 -0.5768 0.310
H -0.77547 3.10161 -2.94686 0.2735 -0.1224 -0.0973 0.256
H 0.15300 1.62019 -3.23514 -0.3192 -0.2621 -0.0701 0.342
H 1.01721 3.04682 -3.24081 -0.3544 0.4025 0.1246 0.393
H -0.09857 5.02989 -0.65727 0.4602 -0.5062 0.4170 0.355
H 1.65371 4.91231 -0.46428 -0.6221 -0.4743 0.3300 0.338
H 0.54406 4.47232 0.90405 0.1539 -0.2011 -0.4112 0.329
H 2.56113 0.95891 -0.88707 0.0465 0.6389 0.0532 -0.325
H 2.93776 2.37010 0.10832 -0.2193 -0.1257 -0.3841 0.265
H 3.02178 2.51567 -1.65160 -0.1372 -0.0412 -0.0222 0.421
H 1.38341 -1.20255 1.91848 0.0487 0.0467 0.1051 0.258
H -0.35806 -1.43296 1.69377 0.0829 0.0041 0.1059 -0.070
H 0.23128 -0.98071 3.29773 0.3180 -0.0225 -0.5575 0.403
H 2.70556 1.42404 1.93957 0.1711 -0.3044 0.0685 0.285
H 1.87432 1.67248 3.54996 0.0547 0.1065 -1.5239 0.330
H 1.79264 2.90298 2.21881 0.0320 -0.6379 0.2510 0.284
H -2.00715 1.11692 3.13540 -0.4012 -0.3112 -0.0032 0.375
H -1.30469 2.70688 3.07037 0.3277 -0.7405 0.0019 0.275
H -0.73484 1.52755 4.27757 0.0213 -0.1019 -0.7562 0.417
C 4.47534 -2.16523 -1.02083 0.9951 -0.9375 -0.1188 -0.865
C 4.32668 -3.45781 -0.43520 -0.2283 1.1611 -0.5790 -0.431
C 3.05833 -3.92835 -0.19721 -1.0574 0.7879 -0.6421 -0.737
C 1.94380 -3.11056 -0.54802 2.1983 1.3045 -0.2669 0.092
N 2.10144 -1.87976 -1.14239 1.0520 -1.2621 -0.1414 0.166
C 3.37754 -1.45834 -1.45113 -1.3895 -0.4235 0.6502 -0.368
C 0.59575 -3.53725 -0.22190 -2.4570 -0.0031 0.4079 0.781
C 0.31846 -4.61763 0.64275 0.4917 0.8025 -0.1859 -0.473
C -0.99240 -4.87352 1.01228 -0.2199 -0.1105 -0.8406 -0.659
C -2.01581 -4.14549 0.37722 -1.1398 -1.1869 1.0776 -0.515
C -1.69743 -3.13875 -0.47887 0.7717 0.6966 -0.9065 -0.298
N -0.42325 -2.80077 -0.73631 0.5210 -0.2549 -0.1578 -0.094
H 5.48474 -1.77825 -1.21439 -0.5364 -0.1990 0.0402 0.388
H 5.17760 -4.09648 -0.24036 0.1223 0.2493 0.1382 0.448
H 2.87114 -4.91827 0.19578 0.2551 0.0940 -0.0209 0.362
H 3.46181 -0.51890 -2.04081 0.0227 -0.7960 0.6832 0.607
H 1.17146 -5.16423 1.03793 -0.5464 -0.0698 0.1414 0.282
H -1.21886 -5.70660 1.67653 -0.0095 0.3362 -0.0650 0.450
H -3.09149 -4.37987 0.53187 1.0060 0.1144 0.0734 0.410
H -2.44946 -2.57892 -1.05677 0.2291 -0.2332 0.5831 0.356